(1)
DFT (wB97M-V/def2-TZVPD) results for a cluster of 3 separate species, C51H60N3O7 in total at a distorted geometry.

XYZ file:
```
121
Properties=species:S:1:pos:R:3:mulliken_charge:R:1
C -9.8988 0.0726 0.2073 -1.275
C -9.2223 1.3783 0.6348 -0.412
C -7.9824 1.1294 1.4773 -0.462
C -7.3432 2.4091 2.0507 -1.003
C -5.9439 2.6775 1.4898 -1.102
C -4.8680 1.8201 2.1717 -0.302
C -3.8478 1.2287 1.1989 -1.041
C -2.7930 0.3478 1.9160 -0.731
C -1.3618 0.8496 1.7162 0.584
C -1.2395 2.2725 2.2868 -0.769
C 0.1807 2.7969 2.5312 -1.525
C 1.2378 1.7785 2.8818 -0.562
O 1.3724 1.4290 4.2592 -0.481
C 0.2841 1.4956 4.9720 0.598
N -0.6845 1.5502 5.6031 -0.484
N 1.0441 0.5227 2.0955 0.577
C 2.2236 -0.4145 2.2287 -0.487
C 2.9323 -0.6310 0.8981 -0.935
C 2.0832 -1.2252 -0.2180 0.636
C 2.8145 -1.2319 -1.5387 -0.152
O 3.8304 -0.6241 -1.7365 -0.559
O 2.2438 -2.0310 -2.4744 -0.278
C 0.9978 -1.5615 -3.0127 -0.443
C -0.1601 -2.4958 -2.6784 -1.003
C -0.3347 -0.0988 2.3402 -1.927
N -0.3367 -1.4183 1.7980 0.579
C -0.4655 -2.5404 2.7297 -1.273
C -1.8881 -2.9647 3.0642 -0.049
C -1.9074 -4.2218 3.9543 -1.279
H -10.4686 -0.3635 1.0256 0.333
H -10.5795 0.2504 -0.6238 0.363
H -9.1465 -0.6394 -0.1323 0.331
H -9.9320 1.9908 1.1938 0.324
H -8.9618 1.9450 -0.2620 0.302
H -8.2244 0.4297 2.2801 0.345
H -7.2428 0.6135 0.8550 0.195
H -7.2717 2.3122 3.1356 0.359
H -7.9841 3.2686 1.8530 0.492
H -5.7049 3.7377 1.5700 0.507
H -5.9489 2.4313 0.4243 0.432
H -4.3502 2.3817 2.9517 0.308
H -5.3628 0.9771 2.6612 0.297
H -3.3677 2.0113 0.6111 0.425
H -4.4001 0.5987 0.5013 0.483
H -2.8927 -0.6604 1.5180 0.240
H -2.9974 0.3396 2.9880 0.527
H -1.1504 0.8503 0.6351 0.164
H -1.8425 2.3323 3.1912 0.425
H -1.6973 2.9559 1.5746 0.502
H 0.5382 3.2782 1.6165 0.595
H 0.1700 3.5892 3.2779 0.398
H 2.2114 2.1634 2.5833 0.922
H 1.0390 0.8363 1.1211 0.509
H 2.9318 0.0838 2.8888 0.358
H 1.9168 -1.3289 2.7219 0.248
H 3.7686 -1.3022 1.0881 0.521
H 3.3725 0.3150 0.5759 0.280
H 1.1634 -0.6514 -0.3757 -0.077
H 1.7477 -2.2272 0.0394 0.289
H 1.1077 -1.4858 -4.0930 0.455
H 0.7791 -0.5500 -2.6634 0.450
H -0.3387 -3.2115 -3.4765 0.319
H 0.0285 -3.0464 -1.7584 0.244
H -1.0833 -1.9290 -2.5449 0.319
H -0.5032 -0.1618 3.4164 0.383
H -0.9952 -1.4902 1.0347 0.553
H 0.0577 -2.3049 3.6588 0.495
H 0.0628 -3.3989 2.3050 0.469
H -2.4507 -3.1224 2.1430 0.377
H -2.3831 -2.1481 3.5958 0.031
H -0.9031 -4.4820 4.2832 0.371
H -2.3416 -5.0614 3.4187 0.307
H -2.5192 -4.0470 4.8356 0.359
C 2.9408 6.8136 4.7845 -0.600
C 3.9640 7.7337 4.9857 -0.461
C 4.6917 8.2101 3.9087 -0.694
C 4.4057 7.7629 2.6254 0.539
C 3.3909 6.8260 2.4230 0.020
C 2.6565 6.3615 3.5077 -0.564
C 3.0885 6.3058 1.0604 0.494
O 2.2036 5.4868 0.8857 -0.704
C 3.9045 6.8062 -0.0770 0.191
C 3.6694 6.3062 -1.3523 -0.494
C 4.4128 6.7681 -2.4245 -0.524
C 5.3912 7.7367 -2.2295 -0.500
C 5.6329 8.2370 -0.9612 -0.579
C 4.8962 7.7709 0.1190 0.178
C 5.1904 8.3062 1.4785 0.520
O 6.0378 9.1530 1.6501 -0.642
H 2.3656 6.4524 5.6268 0.431
H 4.1897 8.0821 5.9844 0.402
H 5.4836 8.9317 4.0528 0.497
H 1.8600 5.6499 3.3403 0.726
H 2.9029 5.5580 -1.4964 0.476
H 4.2302 6.3760 -3.4159 0.408
H 5.9670 8.1004 -3.0697 0.407
H 6.3929 8.9882 -0.7988 0.492
C 5.1832 -5.0191 -5.5897 -0.570
C 4.3347 -4.2212 -4.8289 -0.510
C 3.0649 -4.6681 -4.5083 -0.710
C 2.6330 -5.9123 -4.9527 0.120
C 3.4813 -6.7076 -5.7251 0.507
C 4.7584 -6.2588 -6.0365 -0.655
C 3.0342 -8.0352 -6.2367 0.505
O 3.7728 -8.7306 -6.8984 -0.651
C 1.6480 -8.4768 -5.9093 0.171
C 1.1916 -9.6888 -6.4102 -0.564
C -0.0885 -10.1224 -6.1103 -0.484
C -0.9172 -9.3500 -5.3036 -0.515
C -0.4689 -8.1396 -4.8039 -0.473
C 0.8120 -7.6954 -5.1080 0.120
C 1.2678 -6.3799 -4.5825 0.473
O 0.5512 -5.6989 -3.8748 -0.654
H 6.1778 -4.6712 -5.8345 0.385
H 4.6662 -3.2503 -4.4840 0.501
H 2.4043 -4.0586 -3.9085 0.766
H 5.4094 -6.8858 -6.6295 0.500
H 1.8445 -10.2834 -7.0336 0.482
H -0.4434 -11.0649 -6.5048 0.409
H -1.9153 -9.6940 -5.0675 0.403
H -1.1065 -7.5305 -4.1787 0.460
```

Results
Gap between HOMO and LUMO (eV): 8.236
Energy above the lowest of the compared OMol25 structures with the same formula, charge and spin (kJ/mol): 0.0
Max |F| (eV Å⁻¹): 1.2
Energy (Eh): -2670.116242
Total charge: +1

(2)
DFT (wB97M-V/def2-TZVPD) results for a cluster of 7 separate species, C16H28Cl8N2O3 in total.

XYZ file:
```
57
Properties=species:S:1:pos:R:3:mulliken_charge:R:1
N 0.3435 0.2393 6.4975 0.004
C 0.6589 0.2364 5.1699 -0.475
C 1.9254 -0.2771 5.0422 -0.208
C 2.3726 -0.6259 6.3464 -0.600
C 1.3739 -0.2988 7.2241 -0.438
H -0.5473 0.4951 6.8825 0.194
H -0.0094 0.6299 4.4238 0.362
H 2.4002 -0.4852 4.0977 0.411
H 3.3224 -1.0744 6.5849 0.387
H 1.3198 -0.4360 8.2893 0.374
N 1.8047 -1.0368 -2.4075 0.277
C 2.5728 -2.1355 -2.1359 -0.252
C 3.7615 -1.9856 -2.7863 -0.572
C 3.7235 -0.7346 -3.4662 -0.643
C 2.5020 -0.1803 -3.2023 -0.417
H 0.9235 -0.7790 -1.9757 0.450
H 2.2444 -2.9170 -1.4769 0.179
H 4.5953 -2.6663 -2.7179 0.407
H 4.5250 -0.3418 -4.0678 0.393
H 2.0975 0.7819 -3.4703 0.435
C 1.0765 5.4381 0.6312 0.337
Cl 1.5851 6.5645 -0.6162 -0.102
Cl 2.0899 5.6467 2.0678 -0.102
Cl -0.6040 5.7084 1.0546 -0.105
Cl 1.2651 3.7865 0.0183 -0.054
C 1.8480 -4.0212 1.6372 0.305
Cl 3.4878 -4.6662 1.6400 -0.098
Cl 1.0623 -4.3905 3.1721 -0.120
Cl 1.9102 -2.2832 1.4016 -0.043
Cl 0.9407 -4.7767 0.3289 -0.113
C -1.1294 -0.0893 1.2619 -0.836
C -0.8738 0.6754 -0.0221 0.474
O -0.6112 -0.1790 -1.1390 -0.445
H -1.8406 -0.9060 1.1288 0.241
H -1.5322 0.5866 2.0230 0.396
H -0.2108 -0.5080 1.6752 -0.008
H 0.0084 1.3054 0.0836 -0.085
H -1.7042 1.3422 -0.2741 0.043
H -1.4237 -0.6762 -1.3060 0.034
C -2.3482 3.3186 -2.4171 -0.642
C -3.2143 3.6082 -3.6122 -0.336
O -3.1412 2.4789 -4.4877 -0.510
H -2.5502 4.0130 -1.6022 0.352
H -1.2876 3.3272 -2.6667 0.254
H -2.6030 2.3128 -2.0748 0.024
H -2.9464 4.5283 -4.1378 0.341
H -4.2536 3.7410 -3.2764 0.229
H -3.3049 2.7717 -5.3878 0.295
C -1.5579 -3.2916 -1.7085 -0.791
C -2.8453 -2.7758 -2.2963 -0.367
O -3.0504 -1.4217 -1.8309 -0.529
H -1.4745 -4.3649 -1.8767 0.397
H -1.5119 -3.0806 -0.6414 0.262
H -0.7054 -2.8181 -2.2011 0.111
H -3.6942 -3.3840 -1.9737 0.374
H -2.8103 -2.7517 -3.3864 0.281
H -3.9550 -1.1768 -2.0407 0.268
```

Results
Gap between HOMO and LUMO (eV): 7.986
Max |F| (eV Å⁻¹): 0.6
SMILES: ClC(Cl)(Cl)Cl.ClC(Cl)(Cl)Cl.c1cc[nH]c1.c1cc[nH]c1.CCO.CCO.CCO
Energy (Eh): -4643.147339

(3)
DFT (wB97M-V/def2-TZVPD) results for a cluster of 2 separate species, C5H3NO in total.

XYZ file:
```
10
Properties=species:S:1:pos:R:3:mulliken_charge:R:1
C 2.5935 0.1527 0.0777 -0.316
C 1.5099 0.6784 0.1146 -0.174
C 0.2556 1.2639 0.1544 -0.074
C -0.8444 1.7575 0.1874 -0.237
O -2.8569 -0.6015 -0.1035 -0.581
N -1.8091 -1.1936 -0.1736 0.398
C -0.7999 -1.7551 -0.2388 -0.177
H 3.5639 -0.2953 0.0477 0.401
H -1.8372 2.1510 0.2115 0.405
H 0.1721 -2.1865 -0.2950 0.354
```

Results
Gap between HOMO and LUMO (eV): 10.716
Energy above the lowest of the compared OMol25 structures with the same formula, charge and spin (kJ/mol): 559.9
Max |F| (eV Å⁻¹): 0.9
SMILES: C#[N+][O-].C#CC#C
Energy (Eh): -322.078532